# C4H6O

One molecule with the formula C4H6O at a distorted geometry (ωB97M-V/def2-TZVPD, the OMol25 dataset).

Calculated values
- HOMO: -0.3596 Ha
- Structure (SMILES): C#CCCO
- HOMO-LUMO gap: 10.61 eV
- Energy relative to the best compared isomer or geometry (same formula, charge and spin): 229.9 kJ/mol
- Spin multiplicity: 1
- Largest force on an atom: 0.042 Eh/bohr
- LUMO: 0.0302 hartree

CARTESIAN COORDINATES (ANGSTROEM)
C1 -1.980 0.636 1.291
C2 -0.850 0.261 1.066
C3 0.198 -0.536 0.495
C4 0.478 -0.214 -1.016
O1 1.847 0.011 -1.296
H1 -2.605 1.453 1.522
H2 -0.399 -1.409 0.861
H3 1.143 -0.673 1.018
H4 -0.127 0.650 -1.340
H5 0.192 -1.060 -1.639
H6 2.104 0.880 -0.961

***

# C27H72N10O11

A 7-piece molecular cluster, C27H72N10O11 overall at a distorted geometry (ωB97M-V/def2-TZVPD, the OMol25 dataset).

Calculated values
- HOMO: -0.2835 Ha
- Structure (SMILES): COCCNCCOC.COCCNCCOC.COCCNCCOC.COCCNCCOC.NC(N)=O.NC(N)=O.NC(N)=O
- HOMO-LUMO gap: 8.33 eV
- Energy relative to the best compared isomer or geometry (same formula, charge and spin): 496.1 kJ/mol
- Spin multiplicity: 1
- Largest force on an atom: 0.131 Eh/bohr
- LUMO: 0.0226 hartree

CARTESIAN COORDINATES (ANGSTROEM)
C1 0.570 -5.304 -1.376
O1 0.945 -3.847 -1.354
C2 1.138 -3.347 -2.674
C3 1.764 -1.977 -2.570
N1 2.292 -1.399 -3.857
C4 2.218 0.070 -4.076
C5 0.837 0.460 -4.666
O2 0.846 0.471 -6.087
C6 -0.424 1.018 -6.607
H1 1.228 -5.985 -1.917
H2 -0.480 -5.400 -1.652
H3 0.813 -5.584 -0.351
H4 0.153 -3.118 -3.081
H5 1.708 -4.056 -3.273
H6 2.462 -1.953 -1.733
H7 0.916 -1.352 -2.290
H8 3.256 -1.665 -4.003
H9 2.864 0.309 -4.921
H10 2.544 0.697 -3.246
H11 0.412 1.388 -4.283
H12 0.166 -0.295 -4.256
H13 -0.277 1.119 -7.682
H14 -0.632 1.969 -6.115
H15 -1.364 0.480 -6.490
C7 -5.127 1.408 -4.415
O3 -4.062 1.672 -3.473
C8 -3.446 0.531 -3.087
C9 -2.569 0.877 -1.886
N2 -1.687 2.051 -1.995
C10 -0.964 2.450 -0.860
C11 -1.890 2.763 0.414
O4 -2.732 1.738 1.052
C12 -2.117 0.532 1.507
H16 -5.731 0.588 -4.026
H17 -4.668 1.163 -5.373
H18 -5.866 2.193 -4.576
H19 -2.689 0.143 -3.768
H20 -4.130 -0.271 -2.808
H21 -1.981 0.008 -1.589
H22 -3.252 1.130 -1.075
H23 -2.374 2.739 -2.268
H24 -0.285 3.276 -1.070
H25 -0.253 1.706 -0.500
H26 -2.588 3.585 0.253
H27 -1.183 2.980 1.215
H28 -2.682 -0.103 2.191
H29 -1.224 0.657 2.121
H30 -1.857 -0.067 0.635
C13 -2.845 -3.000 0.567
O5 -3.715 -3.762 -0.277
C14 -5.126 -3.615 -0.056
C15 -5.775 -2.197 -0.442
N3 -6.064 -2.055 -1.869
C16 -7.303 -2.669 -2.311
C17 -7.874 -2.281 -3.658
O6 -7.033 -2.737 -4.672
C18 -7.398 -2.423 -6.004
H31 -2.924 -3.219 1.632
H32 -2.951 -1.936 0.354
H33 -1.814 -3.274 0.341
H34 -5.342 -3.789 0.998
H35 -5.628 -4.345 -0.691
H36 -5.021 -1.427 -0.276
H37 -6.640 -1.930 0.166
H38 -5.194 -2.247 -2.344
H39 -8.131 -2.517 -1.619
H40 -6.981 -3.710 -2.361
H41 -8.054 -1.216 -3.809
H42 -8.811 -2.795 -3.874
H43 -7.018 -3.318 -6.497
H44 -6.789 -1.568 -6.298
H45 -8.473 -2.311 -6.147
C19 8.572 5.295 6.926
O7 8.762 4.034 6.398
C20 7.495 3.228 6.210
C21 7.126 3.454 4.714
N4 8.213 3.285 3.708
C22 7.747 3.275 2.335
C23 6.955 2.041 2.004
O8 5.634 2.216 2.476
C24 4.718 1.195 2.150
H46 9.383 6.012 7.054
H47 8.158 5.147 7.924
H48 7.895 5.937 6.363
H49 6.844 3.591 7.005
H50 7.705 2.170 6.370
H51 6.529 4.364 4.770
H52 6.413 2.683 4.426
H53 8.769 4.111 3.879
H54 8.629 3.429 1.713
H55 7.075 4.124 2.210
H56 7.391 1.120 2.390
H57 6.969 1.875 0.927
H58 3.797 1.169 2.733
H59 5.136 0.232 2.441
H60 4.564 1.077 1.078
N5 1.365 4.237 2.965
C25 1.196 3.051 2.457
N6 0.861 2.216 3.443
O9 1.382 2.741 1.292
H61 1.315 4.404 3.959
H62 1.724 4.932 2.326
H63 0.572 2.603 4.330
H64 0.596 1.267 3.223
N7 0.570 -2.139 1.207
C26 1.100 -1.067 1.617
N8 1.818 -0.429 0.718
O10 0.889 -0.574 2.716
H65 0.513 -2.409 0.235
H66 -0.174 -2.519 1.774
H67 1.747 -0.596 -0.275
H68 1.952 0.527 1.016
N9 -1.265 -3.253 5.587
C27 -0.709 -2.854 4.504
N10 0.534 -2.621 4.676
O11 -1.401 -2.797 3.512
H69 -2.260 -3.318 5.748
H70 -0.660 -3.514 6.353
H71 1.138 -2.221 3.972
H72 1.022 -2.836 5.534

***

# C6H26O7

A 7-piece molecular cluster, C6H26O7 overall at a distorted geometry (ωB97M-V/def2-TZVPD, the OMol25 dataset).

Calculated values
- HOMO: -0.3574 Ha
- Structure (SMILES): CCO.CCO.CCO.O.O.O.O
- HOMO-LUMO gap: 9.99 eV
- Energy relative to the best compared isomer or geometry (same formula, charge and spin): 239.3 kJ/mol
- Spin multiplicity: 1
- Largest force on an atom: 0.039 Eh/bohr
- LUMO: 0.0097 hartree

CARTESIAN COORDINATES (ANGSTROEM)
C1 -3.612 5.267 25.285
C2 -2.381 4.464 24.964
O1 -1.238 5.084 25.576
H1 -3.536 6.348 25.173
H2 -3.899 5.223 26.336
H3 -4.422 4.875 24.670
H4 -2.162 4.486 23.896
H5 -2.477 3.410 25.224
H6 -0.791 5.551 24.866
C3 2.330 4.505 21.503
C4 2.590 5.420 22.705
O2 1.769 6.552 22.695
H7 1.299 4.169 21.610
H8 2.961 3.632 21.342
H9 2.308 5.015 20.540
H10 3.643 5.699 22.687
H11 2.492 4.881 23.648
H12 2.144 7.258 22.162
C5 0.811 0.565 31.342
C6 2.192 0.028 30.926
O3 2.213 -0.390 29.583
H13 0.804 0.781 32.410
H14 0.027 -0.169 31.155
H15 0.526 1.488 30.836
H16 2.709 -0.733 31.511
H17 2.920 0.832 31.029
H18 2.000 0.374 29.042
O4 2.371 5.572 29.409
H19 2.526 5.083 28.601
H20 1.419 5.578 29.508
O5 0.929 -0.138 23.699
H21 0.207 -0.764 23.641
H22 1.523 -0.390 22.992
O6 -1.620 5.343 29.389
H23 -1.584 5.410 28.435
H24 -2.550 5.227 29.586
O7 1.734 2.229 26.670
H25 1.019 2.840 26.493
H26 1.719 1.621 25.930

***

# C14H14BrHfNO2

C14H14BrHfNO2 as an isolated structure at a distorted geometry (ωB97M-V/def2-TZVPD, the OMol25 dataset).

Calculated values
- HOMO (spin up / spin down): -0.2249 / -0.2250 Ha
- HOMO-LUMO gap (spin up / spin down): 4.04 / 4.07 eV
- Energy relative to the best compared isomer or geometry (same formula, charge and spin): 858.4 kJ/mol
- Spin multiplicity: 1
- Largest force on an atom: 0.109 Eh/bohr
- LUMO (spin up / spin down): -0.0763 / -0.0754 hartree

CARTESIAN COORDINATES (ANGSTROEM)
C1 1.205 -3.978 -0.643
C2 -0.240 -3.751 -0.715
C3 -0.659 -3.103 0.568
C4 0.560 -2.873 1.358
C5 1.693 -3.459 0.630
Hf1 0.102 -1.432 -0.740
N1 2.967 -1.432 -0.159
C6 -1.879 -1.473 -1.390
C7 -2.212 -0.684 -0.260
H1 -1.634 -2.920 0.892
H2 -0.874 -4.053 -1.491
H3 0.574 -2.538 2.350
H4 2.632 -3.634 1.042
H5 1.775 -4.488 -1.361
H6 -2.583 -1.148 0.663
H7 -1.707 -0.902 -2.391
H8 3.864 -0.917 -0.189
H9 -2.595 0.355 -0.408
H10 -2.256 -2.465 -1.542
Br1 2.488 2.067 1.695
C8 1.059 3.051 0.968
C9 0.864 4.399 1.232
C10 -0.181 5.102 0.624
C11 -1.047 4.458 -0.275
C12 -0.883 3.117 -0.558
C13 0.138 2.416 0.094
C14 0.306 1.016 -0.146
O1 0.459 0.543 -1.377
O2 0.220 0.086 0.773
H11 1.541 4.900 1.923
H12 -0.317 6.159 0.845
H13 -1.857 5.013 -0.754
H14 -1.524 2.567 -1.256

***

# C7H19ClMgN3O3

C7H19ClMgN3O3 as an isolated structure at a distorted geometry (ωB97M-V/def2-TZVPD, the OMol25 dataset).

Calculated values
- HOMO: -0.4181 Ha
- Charge: +1
- HOMO-LUMO gap: 3.90 eV
- Energy relative to the best compared isomer or geometry (same formula, charge and spin): 1035.7 kJ/mol
- Spin multiplicity: 1
- Largest force on an atom: 0.285 Eh/bohr
- LUMO: -0.2749 hartree

CARTESIAN COORDINATES (ANGSTROEM)
Mg1 -1.520 -4.008 0.921
Cl1 -0.678 -2.815 -0.014
C1 -2.128 -1.233 -2.394
O1 -2.509 -0.777 -3.474
N1 -1.766 -2.441 -2.232
N2 -2.230 -0.659 -1.302
H1 -1.532 -2.641 -1.270
H2 -2.101 -2.977 -3.019
H3 -2.999 -0.005 -1.320
H4 -1.849 -1.092 -0.472
C2 0.213 0.378 -3.053
O2 0.643 0.341 -1.714
C3 0.204 -0.845 -1.098
C4 0.891 -0.989 0.351
N3 0.392 -0.055 1.315
C5 1.187 0.204 2.518
C6 0.747 1.504 3.132
O3 1.076 2.384 2.042
C7 1.523 3.783 2.322
H5 -0.846 0.242 -3.270
H6 0.806 -0.420 -3.500
H7 0.609 1.296 -3.489
H8 0.396 -1.719 -1.720
H9 -0.881 -0.766 -1.024
H10 1.943 -0.727 0.231
H11 0.662 -2.003 0.676
H12 0.569 0.827 0.857
H13 2.244 0.286 2.262
H14 1.073 -0.697 3.120
H15 1.259 1.705 4.074
H16 -0.320 1.492 3.354
H17 0.725 4.452 2.644
H18 1.958 4.176 1.403
H19 2.238 3.801 3.145

***

# C38H59BF5N3O3ReS2Sb3Si3

C38H59BF5N3O3ReS2Sb3Si3 as an isolated structure at a distorted geometry (ωB97M-V/def2-TZVPD, the OMol25 dataset).

Calculated values
- HOMO (spin up / spin down): -0.3794 / -0.3737 Ha
- Charge: +1
- HOMO-LUMO gap (spin up / spin down): 7.88 / 5.82 eV
- Energy relative to the best compared isomer or geometry (same formula, charge and spin): 114.7 kJ/mol
- Spin multiplicity: 4
- Largest force on an atom: 0.027 Eh/bohr
- LUMO (spin up / spin down): -0.0898 / -0.1597 hartree

CARTESIAN COORDINATES (ANGSTROEM)
Re1 -0.057 0.429 -0.055
O1 -1.913 -4.174 -2.469
C1 -2.952 -3.319 -2.587
C2 -4.123 -3.809 -3.162
C3 -5.219 -2.987 -3.317
C4 -5.183 -1.657 -2.890
C5 -4.033 -1.177 -2.305
C6 -2.903 -1.989 -2.146
C7 -1.696 -1.408 -1.539
O2 -1.807 -0.269 -0.929
N1 -0.582 -2.091 -1.590
N2 0.497 -1.377 -1.023
C8 1.629 -1.866 -1.403
S1 1.712 -3.257 -2.444
C9 3.520 -3.249 -2.592
C10 4.109 -2.665 -1.323
S2 3.152 -1.178 -0.934
H1 -1.133 -3.657 -2.185
H2 -4.138 -4.841 -3.489
H3 -6.114 -3.379 -3.785
H4 -6.042 -1.012 -3.016
H5 -3.983 -0.153 -1.954
H6 3.798 -2.665 -3.469
H7 3.838 -4.281 -2.735
H8 5.146 -2.352 -1.443
H9 4.026 -3.355 -0.485
C11 3.193 -0.172 2.387
Sb1 2.245 1.252 1.129
C12 1.824 2.787 2.529
C13 4.045 2.253 0.409
C14 5.063 1.424 -0.312
C15 5.892 0.575 0.423
C16 6.818 -0.252 -0.192
C17 6.935 -0.241 -1.576
C18 6.145 0.624 -2.316
C19 5.225 1.479 -1.704
C20 4.458 2.436 -2.555
Sb2 2.314 1.836 -2.781
C21 2.533 0.162 -4.058
C22 1.696 3.201 -4.271
H10 3.578 0.325 3.277
H11 4.010 -0.655 1.856
H12 2.456 -0.920 2.668
H13 2.707 2.963 3.143
H14 0.984 2.495 3.151
H15 1.556 3.704 2.002
H16 4.441 2.607 1.362
H17 3.702 3.120 -0.153
H18 5.819 0.582 1.504
H19 7.458 -0.888 0.408
H20 7.657 -0.877 -2.073
H21 6.263 0.669 -3.394
H22 4.790 2.443 -3.595
H23 4.415 3.451 -2.161
H24 2.404 0.504 -5.085
H25 1.772 -0.582 -3.827
H26 3.528 -0.259 -3.922
H27 2.504 3.252 -5.003
H28 1.503 4.188 -3.861
H29 0.796 2.813 -4.746
F1 -3.758 4.710 -3.624
C23 -2.774 3.886 -3.286
C24 -2.792 2.571 -3.716
F2 -3.794 2.133 -4.475
C25 -1.763 1.713 -3.367
F3 -1.760 0.469 -3.851
C26 -0.726 2.125 -2.547
O3 0.240 1.226 -2.172
C27 -0.711 3.459 -2.164
F4 0.338 3.925 -1.457
C28 -1.713 4.341 -2.521
F5 -1.651 5.614 -2.155
B1 -1.553 4.680 1.340
C29 -1.095 3.259 0.899
N3 -0.753 2.196 0.582
H30 -1.801 4.599 2.529
H31 -2.532 4.958 0.675
H32 -0.618 5.427 1.112
C30 0.876 -0.091 4.914
Si1 -0.901 0.139 4.434
C31 -1.925 -0.862 5.618
C32 -1.393 1.931 4.469
Sb3 -1.321 -0.701 2.017
Si2 -0.985 -3.256 1.958
C33 -1.205 -3.858 3.698
C34 0.775 -3.529 1.414
C35 -2.232 -4.047 0.844
Si3 -3.826 -0.093 1.675
C36 -4.674 -1.503 0.841
C37 -4.564 0.114 3.359
C38 -3.942 1.484 0.722
H33 0.974 0.063 5.994
H34 1.530 0.622 4.417
H35 1.224 -1.101 4.686
H36 -1.895 -0.384 6.604
H37 -1.525 -1.870 5.728
H38 -2.969 -0.936 5.318
H39 -0.723 2.501 5.119
H40 -2.404 2.042 4.864
H41 -1.376 2.399 3.484
H42 -0.432 -3.466 4.364
H43 -1.138 -4.952 3.712
H44 -2.183 -3.578 4.098
H45 1.373 -2.621 1.523
H46 0.820 -3.841 0.367
H47 1.228 -4.313 2.027
H48 -3.091 -4.380 1.431
H49 -1.795 -4.918 0.346
H50 -2.595 -3.377 0.065
H51 -4.745 -2.362 1.514
H52 -4.169 -1.817 -0.070
H53 -5.690 -1.200 0.569
H54 -4.611 -0.839 3.890
H55 -5.590 0.482 3.249
H56 -4.019 0.832 3.971
H57 -3.336 1.453 -0.184
H58 -3.624 2.339 1.323
H59 -4.987 1.642 0.434